C44H51GeN5O3SSeTi as an isolated structure at a distorted geometry. Source: OMol25; level of theory: ωB97M-V/def2-TZVPD.

Geometry as XYZ:
```
107
Properties=species:S:1:pos:R:3:forces:R:3:lowdin_charge:R:1
Ti 0.7761 0.3997 -0.7705 -1.431 -2.245 0.920 0.66
C 0.7595 -2.9874 0.0923 -0.624 -0.315 0.258 -0.08
O 1.3569 -1.8738 -0.5561 0.446 0.253 -0.386 -0.22
C 2.4969 -2.1522 -1.3029 0.495 0.657 -0.353 -0.22
C 3.0427 -3.3991 -1.5177 -0.201 -0.068 0.129 -0.02
C 4.1995 -3.5224 -2.2790 -0.011 0.140 0.039 -0.09
C 4.8178 -2.3988 -2.8015 0.007 -0.249 -0.051 -0.09
C 4.2936 -1.1413 -2.5823 -0.538 0.262 0.269 -0.01
C 3.1148 -1.0006 -1.8399 0.703 -1.301 -0.065 -0.21
N 2.5388 0.1862 -1.4846 -0.195 -0.099 -0.156 -0.13
N 3.2603 1.2878 -1.6715 0.856 0.288 -0.693 0.10
C 3.0826 2.3290 -0.8595 -0.483 -0.344 0.829 -0.17
C 2.2423 2.3209 0.3035 1.174 0.896 -0.521 -0.28
O 1.4989 1.2557 0.5894 0.598 1.089 1.766 -0.19
C 2.2538 3.4330 1.1607 -0.014 0.188 0.117 0.00
C 3.0478 4.5251 0.9157 -0.370 -0.217 0.257 -0.02
C 3.9139 4.5635 -0.1993 0.114 -0.241 -0.469 -0.17
C 4.7760 5.6506 -0.4458 0.058 0.006 -0.042 -0.03
C 5.6320 5.6401 -1.5156 -0.036 0.178 0.135 -0.09
C 5.6572 4.5464 -2.3883 -0.127 -0.165 0.000 -0.08
C 4.8150 3.4828 -2.1817 0.170 0.090 -0.165 -0.02
C 3.9335 3.4660 -1.0922 0.033 0.428 0.202 -0.10
H 1.4297 -3.3897 0.8591 -0.083 0.110 -0.131 0.11
H -0.1438 -2.6059 0.5707 0.214 -0.097 -0.036 0.03
H 0.4939 -3.7637 -0.6338 0.102 0.158 0.003 0.10
H 2.5850 -4.2829 -1.1071 -0.079 -0.108 0.046 0.11
H 4.6071 -4.5052 -2.4546 0.060 -0.095 -0.011 0.11
H 5.7185 -2.5021 -3.3859 0.116 -0.027 -0.065 0.10
H 4.7680 -0.2515 -2.9668 0.037 0.031 0.020 0.10
H 1.6240 3.4023 2.0412 -0.020 -0.013 -0.009 0.11
H 3.0193 5.3713 1.5858 0.021 0.063 0.102 0.11
H 4.7607 6.4903 0.2345 -0.010 0.083 0.056 0.11
H 6.2907 6.4784 -1.6921 0.043 0.061 0.025 0.10
H 6.3446 4.5437 -3.2206 0.035 -0.023 -0.099 0.10
H 4.8161 2.6300 -2.8411 0.050 -0.032 -0.096 0.10
C 0.2425 2.8034 -2.4750 0.069 0.960 -0.843 -0.13
O 0.1074 1.6433 -1.7396 0.009 0.964 -0.549 -0.46
H 1.1030 2.7207 -3.1600 -0.250 0.059 0.203 0.10
H 0.4001 3.6611 -1.8033 -0.045 -0.200 -0.148 0.10
H -0.6679 2.9728 -3.0670 0.179 0.004 0.147 0.10
Se -1.5241 -0.0713 0.1330 -0.448 -0.624 0.219 0.84
C -2.1997 1.7138 0.1873 0.121 -0.061 -0.089 -0.55
C -1.3592 2.7715 0.5207 -0.039 0.036 0.086 -0.12
C -1.8726 4.0557 0.4994 0.217 -0.035 0.103 -0.15
N -3.1351 4.3351 0.2140 -0.178 0.499 -0.009 0.05
C -3.9415 3.3213 -0.0529 -0.236 -0.163 -0.050 -0.16
C -3.5366 1.9967 -0.0835 0.268 -0.171 0.024 -0.09
H -0.3284 2.5882 0.7953 -0.142 0.105 -0.038 0.07
H -1.2417 4.9098 0.7184 0.109 -0.013 0.055 0.11
H -4.9697 3.5879 -0.2654 -0.090 -0.077 -0.029 0.10
H -4.2320 1.2032 -0.3197 -0.028 -0.007 -0.085 0.10
C -5.3700 -2.9442 2.9328 0.095 -0.049 0.275 -0.11
C -4.3619 -3.1794 4.0518 0.067 -0.127 -0.194 -0.27
C -2.9450 -3.4791 3.5587 -0.098 0.266 0.002 -0.19
C -2.3229 -2.4026 2.6713 -0.053 -0.499 -0.039 -0.26
N -2.1100 -1.1529 3.3667 -0.468 0.355 0.035 0.00
C -0.9469 -0.4629 3.3270 0.210 -0.029 0.127 -0.87
S 0.5055 -1.1834 2.9423 0.516 -0.300 0.079 0.71
N -1.0111 0.8393 3.6567 -0.576 -0.120 -0.087 0.00
C 0.1575 1.6409 3.9327 0.617 -0.113 0.182 -0.23
C 0.8000 1.3121 5.2843 -0.188 0.272 0.000 -0.21
C -0.0162 1.7336 6.5068 0.104 -0.145 -0.142 -0.25
C -1.3065 0.9381 6.7031 0.144 0.153 0.094 -0.11
H -6.3628 -2.8198 3.3585 -0.142 0.020 -0.085 0.07
H -5.3886 -3.7927 2.2525 -0.048 -0.070 -0.138 0.08
H -5.1354 -2.0516 2.3609 -0.006 0.141 -0.159 0.06
H -4.7016 -4.0351 4.6411 0.036 0.108 0.129 0.10
H -4.3510 -2.3125 4.7140 0.024 0.023 0.148 0.10
H -2.9619 -4.4074 2.9844 0.023 -0.094 -0.024 0.11
H -2.2927 -3.6295 4.4195 0.085 -0.086 0.015 0.11
H -2.9416 -2.2199 1.7830 0.142 -0.054 0.076 0.09
H -1.3388 -2.7453 2.3460 -0.178 0.076 -0.011 0.05
H -2.9501 -0.6137 3.5256 0.091 0.064 0.007 0.14
H -1.9070 1.2264 3.9127 0.057 -0.077 -0.076 0.13
H -0.1453 2.6899 3.8961 0.007 0.011 -0.063 0.12
H 0.8922 1.4357 3.1442 -0.237 0.179 0.082 0.07
H 1.7720 1.8097 5.3153 0.054 -0.016 -0.007 0.11
H 0.9819 0.2368 5.3201 0.088 0.010 -0.027 0.08
H -0.2515 2.7983 6.4393 0.046 0.095 0.086 0.10
H 0.6173 1.5994 7.3859 -0.019 0.055 0.039 0.10
H -2.1068 1.3196 6.0725 -0.136 -0.044 0.003 0.06
H -1.6379 1.0065 7.7365 -0.128 0.010 0.070 0.07
H -1.1516 -0.1122 6.4661 -0.030 -0.141 -0.024 0.07
Ge -0.2257 -0.7074 -3.0243 -1.346 -1.106 -2.674 1.02
C 0.4547 -2.4679 -3.7334 -0.048 0.567 0.712 -0.32
C -0.1713 -3.6718 -3.4372 -0.192 0.135 0.125 -0.12
C 0.3465 -4.8695 -3.8918 -0.026 -0.199 0.042 -0.09
C 1.5127 -4.8859 -4.6356 0.037 -0.031 -0.019 -0.09
C 2.1424 -3.6923 -4.9439 0.095 -0.093 -0.145 -0.09
C 1.6184 -2.4965 -4.4902 0.040 0.318 -0.093 -0.13
C -2.2107 -0.8331 -3.2485 0.699 0.101 0.494 -0.35
C -2.9439 -1.7365 -2.4871 0.068 -0.129 0.032 -0.18
C -4.3122 -1.8519 -2.6445 -0.025 -0.136 0.092 -0.09
C -4.9747 -1.0239 -3.5354 -0.094 0.046 -0.030 -0.10
C -4.2595 -0.1017 -4.2793 -0.223 0.021 -0.068 -0.09
C -2.8852 -0.0124 -4.1413 0.325 -0.002 -0.067 -0.12
H 0.1315 0.2096 -4.2594 0.183 0.095 0.566 0.01
H -1.0890 -3.6688 -2.8673 -0.082 -0.091 0.067 0.08
H -0.1572 -5.7950 -3.6596 -0.084 -0.134 0.028 0.10
H 1.9275 -5.8260 -4.9671 0.043 -0.076 -0.076 0.10
H 3.0492 -3.6995 -5.5310 0.085 0.040 -0.041 0.11
H 2.1185 -1.5669 -4.7301 0.093 0.031 -0.014 0.10
H -2.4387 -2.3454 -1.7444 -0.092 -0.006 -0.019 0.07
H -4.8619 -2.5855 -2.0710 -0.055 -0.005 0.074 0.10
H -6.0481 -1.0917 -3.6390 -0.075 -0.014 -0.049 0.10
H -4.7785 0.5456 -4.9701 -0.030 0.087 -0.083 0.10
H -2.3245 0.6932 -4.7409 -0.018 0.092 -0.047 0.09
```
Forces are in eV/Å.

Values from the calculation:
* HOMO (spin up / spin down): -0.2410 / -0.2804 Ha
* energy: -215861.41096 eV
* spin multiplicity: 3
* largest force on an atom: 3.19 eV/A
* <S²>: 2.047
* energy relative to the best compared isomer or geometry (same formula, charge and spin): 16.9 kcal per mole
* molecular weight: 929.43 g mol⁻¹
* net charge: 0
* Kohn-Sham gap (spin up / spin down): 6.54 / 5.48 eV